Record 1
Formula: C17H30F3NO3OsP2
Source: the OMol25 dataset
Level of theory: ωB97M-V/def2-TZVPD

Properties
- E_HOMO (alpha / beta) (eV) = -5.78 / -7.94
- LUMO level (alpha / beta) (eV) = 0.6 / -0.7
- multiplicity = 5
- HOMO-LUMO gap (alpha / beta) (eV) = 6.4 / 7.2

```
57
C17H30F3NO3OsP2 ωB97M-V/def2-TZVPD
Os 0.17 0.08 0.18
P -1.55 -0.57 1.67
P 1.72 0.61 -1.50
N -0.10 -1.47 -0.69
H -1.44 2.37 1.33
C -3.23 -0.28 1.02
H -3.99 -0.54 1.77
H -3.38 -0.90 0.13
H -3.35 0.78 0.74
C -1.54 0.22 3.32
H -2.45 -0.04 3.87
H -1.48 1.31 3.19
H -0.66 -0.11 3.89
C -1.50 -2.37 2.04
H -2.15 -2.61 2.88
H -0.46 -2.64 2.30
H -1.81 -2.93 1.15
C 0.95 1.28 -3.01
H 1.70 1.57 -3.76
H 0.34 2.15 -2.74
H 0.30 0.50 -3.44
C 2.84 1.92 -0.91
H 3.54 2.21 -1.71
H 3.43 1.56 -0.06
H 2.26 2.80 -0.61
C 2.75 -0.80 -2.05
H 3.57 -0.48 -2.71
H 2.12 -1.52 -2.58
H 3.18 -1.29 -1.17
C 0.02 -2.77 -1.00
C -0.74 -4.73 -2.22
C -0.87 -3.39 -1.93
C 1.04 -3.56 -0.37
C 1.16 -4.90 -0.69
C 0.28 -5.48 -1.60
H -1.43 -5.19 -2.93
H -1.64 -2.75 -2.37
H 1.69 -3.06 0.35
H 1.94 -5.49 -0.20
H 0.37 -6.54 -1.84
C -1.13 2.76 0.33
O -0.81 1.62 -0.49
C -2.31 3.48 -0.35
H -2.27 4.55 -0.16
H -3.26 3.10 0.02
H -2.26 3.32 -1.44
C 0.03 3.70 0.56
H 0.43 4.09 -0.38
H 0.82 3.25 1.16
H -0.38 4.54 1.14
F 3.81 1.60 3.40
C 3.02 0.49 3.38
F 3.79 -0.56 2.99
F 2.59 0.25 4.64
C 1.79 0.73 2.44
O 1.07 1.70 2.64
O 1.62 -0.19 1.53
```

Here are the natural (NBO) charges for atoms 1 to 8, given in e:
1 Os 1.03
2 P 1.03
3 P 1.08
4 N -0.65
5 H 0.15
6 C -0.94
7 H 0.23
8 H 0.25

---

Record 2
Formula: C2H10N4
Source: the OMol25 dataset
Level of theory: ωB97M-V/def2-TZVPD

Properties
- E_HOMO (alpha / beta) (eV) = 1.28 / -5.10
- LUMO level (alpha / beta) (eV) = 4.2 / 4.3
- charge = -1
- ΔE to the lowest compared entry with this formula, charge and spin (kcal/mol) = 28.7
- multiplicity = 2
- HOMO-LUMO gap (alpha / beta) (eV) = 2.9 / 9.4

```
16
C2H10N4 ωB97M-V/def2-TZVPD
N 1.43 1.12 -0.56
C 2.63 0.20 -0.57
N 2.35 -0.88 0.32
H 1.70 2.11 -0.72
H 0.69 0.97 -1.24
H 3.45 0.81 -0.15
H 2.76 -0.16 -1.71
H 3.04 -1.54 0.64
H 1.50 -0.80 0.88
N -2.34 -0.24 -0.53
C -3.41 -0.37 0.48
N -3.38 0.01 1.72
H -2.01 -1.15 -0.83
H -1.54 0.25 0.03
H -4.24 -0.92 0.07
H -2.65 0.59 2.17
```

Here are the natural (NBO) charges for atoms 1 to 8, given in e:
1 N -1.03
2 C -0.21
3 N -0.97
4 H 0.33
5 H 0.34
6 H 0.15
7 H 0.13
8 H 0.36

---

Record 3
Formula: C13H39O6
Source: the OMol25 dataset
Level of theory: ωB97M-V/def2-TZVPD

Properties
- E_HOMO (alpha / beta) (eV) = -2.32 / -10.11
- LUMO level (alpha / beta) (eV) = 0.5 / 0.3
- ΔE to the lowest compared entry with this formula, charge and spin (kcal/mol) = 0.0
- multiplicity = 2
- HOMO-LUMO gap (alpha / beta) (eV) = 2.8 / 10.4

```
58
C13H39O6 ωB97M-V/def2-TZVPD
O 0.00 -0.31 -0.03
H -0.07 0.64 -0.04
H -0.72 -0.68 -0.54
H 0.12 -0.75 0.81
C -3.60 -1.96 -2.53
C -3.54 -0.67 -1.68
O -2.50 -0.75 -0.75
H -4.56 -2.02 -3.03
H -3.45 -2.91 -2.02
H -2.89 -1.94 -3.36
H -4.48 -0.60 -1.13
H -3.46 0.19 -2.35
H -2.84 -0.69 0.14
C 4.48 0.81 0.35
C 3.72 0.90 1.66
O 2.40 0.89 1.27
H 5.45 0.35 0.53
H 4.61 1.77 -0.14
H 4.05 0.11 -0.36
H 3.89 1.88 2.11
H 4.13 0.09 2.26
H 2.15 1.73 0.89
C 2.17 -0.84 -2.08
C 1.09 -0.50 -3.21
C 0.66 -1.80 -3.73
O -0.05 0.17 -2.62
H 1.81 -1.43 -1.24
H 2.42 0.11 -1.60
H 3.09 -1.25 -2.51
H 1.44 0.08 -4.06
H 1.52 -2.38 -4.09
H -0.06 -1.71 -4.55
H 0.14 -2.46 -3.05
H -0.69 0.23 -3.34
C 0.56 -1.17 4.83
C 0.67 -1.81 3.49
C 0.39 -3.35 3.55
O -0.12 -1.14 2.62
H 0.66 -0.10 4.98
H 1.31 -1.61 5.49
H -0.40 -1.37 5.31
H 1.68 -1.83 3.06
H 0.20 -3.70 2.54
H -0.52 -3.71 4.04
H 1.15 -3.87 4.14
H -0.97 -1.01 3.02
C -2.31 3.75 0.84
C -1.76 2.76 -0.25
C -1.66 3.50 -1.56
O -0.53 2.40 0.15
H -1.72 4.66 0.77
H -2.16 3.30 1.82
H -3.35 3.97 0.62
H -2.44 1.91 -0.33
H -1.23 4.49 -1.48
H -2.71 3.61 -1.86
H -1.17 2.95 -2.36
H -0.04 3.09 0.60
```

Here are the natural (NBO) charges for atoms 1 to 8, given in e:
1 O -0.84
2 H 0.55
3 H 0.55
4 H 0.55
5 C -0.64
6 C -0.14
7 O -0.93
8 H 0.20

---

Record 4
Formula: C2H4BrCl
Source: the OMol25 dataset
Level of theory: ωB97M-V/def2-TZVPD

Properties
- E_HOMO (alpha / beta) (eV) = -10.51 / -10.51
- LUMO level (alpha / beta) (eV) = -2.0 / -2.0
- ΔE to the lowest compared entry with this formula, charge and spin (kcal/mol) = 61.8
- HOMO-LUMO gap (alpha / beta) (eV) = 8.5 / 8.5

```
8
C2H4BrCl ωB97M-V/def2-TZVPD
C -0.66 -0.59 0.35
C 0.50 0.27 -0.18
Cl 2.89 0.52 -0.33
Br -2.33 0.25 -0.46
H -0.71 -1.61 -0.02
H -0.65 -0.53 1.40
H 0.30 0.50 -1.19
H 0.66 1.21 0.43
```

natural (NBO) atomic charges, in units of e:
1 C -0.45
2 C -0.14
3 Cl -0.32
4 Br 0.02
5 H 0.24
6 H 0.22
7 H 0.20
8 H 0.23

---

Record 5
Formula: C19H18N2O2
Source: the OMol25 dataset
Level of theory: ωB97M-V/def2-TZVPD

Properties
- E_HOMO (eV) = -8.19
- LUMO level (eV) = 0.1
- SMILES = CCCOc1cccc(C(=O)Nc2cccc3ncccc23)c1
- ΔE to the lowest compared entry with this formula, charge and spin (kcal/mol) = 11.5
- HOMO-LUMO gap (eV) = 8.3

```
41
C19H18N2O2 ωB97M-V/def2-TZVPD
C -3.73 5.38 3.06
C -4.77 4.85 2.09
C -4.12 4.27 0.83
O -3.39 3.12 1.21
C -2.73 2.42 0.26
C -2.67 2.75 -1.09
C -1.96 1.94 -1.96
C -1.28 0.82 -1.52
C -1.32 0.49 -0.16
C -0.64 -0.71 0.40
O -1.11 -1.35 1.32
N 0.54 -0.99 -0.22
C 1.44 -2.04 0.00
C 1.16 -3.05 0.90
C 2.07 -4.10 1.10
C 3.25 -4.15 0.41
C 3.57 -3.14 -0.51
N 4.74 -3.24 -1.17
C 5.07 -2.31 -2.02
C 4.27 -1.20 -2.30
C 3.07 -1.07 -1.66
C 2.67 -2.05 -0.73
C -2.05 1.28 0.71
H -4.21 5.75 3.97
H -3.16 6.20 2.62
H -3.04 4.59 3.34
H -5.44 5.65 1.78
H -5.35 4.07 2.56
H -4.89 4.01 0.09
H -3.44 5.02 0.38
H -3.18 3.61 -1.47
H -1.94 2.19 -3.01
H -0.77 0.19 -2.23
H 0.83 -0.33 -0.93
H 0.24 -3.03 1.45
H 1.81 -4.87 1.81
H 3.95 -4.95 0.54
H 6.03 -2.44 -2.52
H 4.60 -0.46 -3.02
H 2.45 -0.21 -1.87
H -2.10 1.02 1.76
```

Here are the natural (NBO) charges for atoms 1 to 8, given in e:
1 C -0.61
2 C -0.41
3 C -0.06
4 O -0.50
5 C 0.31
6 C -0.26
7 C -0.20
8 C -0.25